[1]
A structure of composition C6H18NbO2S at a distorted geometry. Source: the OMol25 dataset; level of theory: the ωB97M-V functional and the def2-TZVPD basis.

Geometry as XYZ:
```
28
Properties=species:S:1:pos:R:3:forces:R:3
S -2.91329 0.71471 1.93624 0.30 -0.21 -1.06
Nb -1.71487 2.88027 1.62405 -0.49 -2.12 0.20
H -3.42520 0.73650 3.14655 -0.09 0.28 0.75
H -3.18310 3.98037 1.40494 0.57 0.71 0.09
H -1.78016 3.39158 3.39441 -0.35 0.40 0.13
H -0.06063 2.10873 1.84632 0.29 0.86 0.21
H -1.80792 2.57092 -0.20709 -0.33 0.28 -0.09
H -0.72064 4.33041 1.19531 -0.03 -0.23 -0.09
C 3.32222 0.25141 0.72359 -0.06 0.05 -0.02
C 2.31699 0.56059 -0.37063 0.61 -0.58 -0.07
O 1.44783 1.36173 -0.20147 -0.47 0.49 -0.14
C 2.47584 -0.20046 -1.67330 -0.02 0.10 0.09
H 3.09441 0.85632 1.59447 -0.05 0.06 0.07
H 3.27141 -0.80479 0.99458 0.07 -0.03 -0.06
H 4.33481 0.47378 0.38101 0.02 -0.09 -0.03
H 2.38896 -1.27485 -1.50502 0.06 -0.02 0.00
H 3.45593 0.00559 -2.10892 0.04 -0.07 0.04
H 1.70390 0.10510 -2.36970 -0.09 0.02 -0.07
C -1.15964 -0.91764 -0.99958 0.15 -0.01 -0.16
C -0.82863 -2.30281 -1.47569 -0.34 0.08 0.40
O -0.08861 -2.51894 -2.40371 0.33 -0.10 -0.38
C -1.47718 -3.44246 -0.71786 0.10 -0.05 -0.12
H -0.65014 -0.17167 -1.59793 0.06 0.08 -0.06
H -2.23451 -0.74542 -1.06186 -0.04 0.00 0.18
H -0.85431 -0.79588 0.04111 -0.16 0.04 0.07
H -2.56252 -3.35763 -0.77503 -0.03 0.06 0.10
H -1.18501 -3.40510 0.33187 -0.09 0.06 0.06
H -1.16596 -4.39035 -1.14664 0.03 -0.06 -0.04
```
Positions in Å, forces in eV/Å.

## Properties
Max |F|   2.18 eV/A
Highest occupied orbital energy   -4.78 eV
Total charge   -1
Kohn-Sham gap   7.63 eV
LUMO energy   2.854 eV

[2]
An isolated molecule of C6H18O2SSi2 at a distorted geometry. Source: the OMol25 dataset; level of theory: the ωB97M-V functional and the def2-TZVPD basis.

Geometry as XYZ:
```
29
Properties=species:S:1:pos:R:3:forces:R:3
C 2.41953 3.23495 -0.30504 -5.64 1.37 -0.81
C 1.99319 0.61286 1.51003 -1.00 0.27 -2.49
C 2.52953 0.41879 -1.69956 -1.11 -0.02 1.36
C -3.56632 -0.52440 0.02444 0.93 0.18 0.35
C -1.13229 -2.21660 -1.03958 -0.48 0.09 -0.73
C -1.80798 -2.21478 1.97774 0.41 -0.45 -0.28
O -0.94309 0.18381 0.53712 1.71 1.96 -0.38
O -0.40114 1.44820 -1.78099 -0.85 -0.36 -2.37
Si 1.82843 1.45198 -0.18892 0.76 -0.22 0.08
Si -1.83960 -1.17526 0.42606 -0.89 -1.17 -1.72
S -0.43602 1.63273 -0.34347 0.08 -1.05 2.28
H 1.95502 3.91362 0.55901 0.75 -1.31 -2.11
H 3.39382 3.40645 -0.30255 4.64 0.23 0.49
H 2.17424 3.63862 -1.40545 -0.17 -0.65 2.45
H 2.72246 -0.15065 1.37123 -0.07 -1.34 0.21
H 2.36001 1.21665 2.25041 0.98 1.88 1.81
H 0.94474 0.40930 1.74552 0.49 -1.00 0.16
H 3.03518 -0.44063 -1.26742 0.23 -0.13 0.11
H 1.68538 -0.00365 -2.26082 0.23 0.37 -0.10
H 3.23694 0.93771 -2.33960 -0.20 0.26 -0.02
H -4.16274 -0.39047 0.90007 -0.19 0.54 1.00
H -3.44040 0.44964 -0.47604 -0.31 -0.49 -0.06
H -4.17431 -1.21532 -0.50436 -0.32 -0.54 -1.17
H -0.86752 -1.46508 -1.82028 0.07 -0.47 0.44
H -0.21938 -2.69840 -0.68259 0.21 0.11 -0.10
H -1.69156 -3.03349 -1.60923 0.25 1.14 1.15
H -2.64573 -1.87554 2.58498 0.54 0.30 0.76
H -2.16198 -3.21875 1.68462 0.40 0.17 -0.15
H -0.78840 -2.33231 2.45467 -1.41 0.34 -0.19
```
Positions in Å, forces in eV/Å.

## Properties
Max |F|   5.86 eV/A
Highest occupied orbital energy   -8.46 eV
Energy above the lowest of the compared OMol25 structures with the same formula, charge and spin   0.0 kcal/mol
Kohn-Sham gap   9.14 eV
LUMO energy   0.681 eV

[3]
A cluster of 3 separate species, C6H18O3 in total at a distorted geometry. Source: the OMol25 dataset; level of theory: the ωB97M-V functional and the def2-TZVPD basis.

Geometry as XYZ:
```
27
Properties=species:S:1:pos:R:3:forces:R:3
C -0.35238 -4.07714 0.30688 0.67 -0.46 -0.59
C -0.64579 -2.76272 -0.38484 -1.61 0.46 0.88
O -1.95600 -2.27578 0.03548 0.42 -0.29 0.00
H -0.54790 -4.15330 1.37399 -0.10 0.62 0.04
H 0.72173 -4.25021 0.15768 -0.15 -0.28 0.07
H -0.88764 -4.90887 -0.15399 -0.02 0.09 -0.10
H -0.73663 -2.89063 -1.46782 0.63 0.00 0.06
H 0.08100 -1.99956 -0.09541 0.20 -0.18 -0.33
H -1.91004 -1.32031 0.11069 -0.05 0.04 -0.03
C -2.36860 2.58972 1.60661 0.28 -0.46 -0.04
C -1.24902 2.02056 0.74128 -0.37 0.35 -0.30
O -0.05007 2.21041 1.43996 0.42 -0.03 0.59
H -2.35439 2.07707 2.56891 -0.04 0.12 0.07
H -3.35314 2.44468 1.16217 0.04 0.02 -0.12
H -2.18804 3.65129 1.75950 -0.06 0.04 0.07
H -1.24807 2.55560 -0.21823 0.13 -0.09 -0.02
H -1.41387 0.95831 0.52099 -0.10 -0.08 0.05
H 0.74173 2.00878 0.91894 -0.35 0.21 -0.29
C 1.63207 0.24434 -1.69046 -0.11 0.39 0.46
C 2.65569 0.96948 -0.82864 -0.09 -0.32 0.30
O 2.08815 2.23447 -0.44375 0.39 -0.15 -0.39
H 1.93273 -0.77496 -1.92830 0.12 0.10 -0.19
H 1.45691 0.85522 -2.57496 0.08 -0.28 -0.23
H 0.67084 0.18900 -1.17506 0.05 -0.01 0.13
H 3.60264 1.05474 -1.36781 -0.11 0.41 -0.12
H 2.91068 0.43444 0.09279 -0.22 -0.21 -0.09
H 2.76740 2.91538 -0.46659 -0.08 -0.04 0.10
```
Positions in Å, forces in eV/Å.

## Properties
Max |F|   1.89 eV/A
Highest occupied orbital energy   -9.88 eV
Energy above the lowest of the compared OMol25 structures with the same formula, charge and spin   20.2 kcal/mol
Kohn-Sham gap   10.49 eV
LUMO energy   0.607 eV
SMILES   CCO.CCO.CCO

[4]
A cluster of 3 separate species, C6H18O3 in total at a distorted geometry. Source: the OMol25 dataset; level of theory: the ωB97M-V functional and the def2-TZVPD basis.

Geometry as XYZ:
```
27
Properties=species:S:1:pos:R:3:forces:R:3
C 1.48570 2.03397 0.44031 -0.26 1.05 -1.02
C 1.29167 3.57869 0.41752 -0.53 -2.06 -0.83
O 1.55498 4.09786 1.68065 0.18 0.44 0.43
H 2.53464 1.73827 0.45962 -0.13 -0.13 0.93
H 1.14676 1.62003 -0.50935 -0.27 0.33 -0.28
H 0.76249 1.60869 1.13617 0.75 -0.18 0.53
H 0.24130 3.68991 0.14833 -0.25 0.40 0.00
H 1.87237 4.03562 -0.38378 0.32 0.11 0.05
H 1.23692 5.00351 1.66501 0.10 0.15 0.30
C -2.89382 -1.53302 1.31188 0.50 1.03 -0.70
C -1.46793 -2.05296 1.17056 -0.50 -1.28 0.67
O -1.41217 -3.31660 1.83733 0.68 -0.32 -0.14
H -2.92956 -1.06945 2.29773 -0.41 0.22 -0.07
H -3.74111 -2.21120 1.21037 0.56 -0.57 0.00
H -3.04765 -0.79268 0.52680 -0.16 0.50 0.24
H -0.75262 -1.35375 1.60361 -0.06 0.30 0.39
H -1.02841 -2.22433 0.18794 -1.37 -0.34 0.31
H -1.66260 -3.21806 2.75884 -0.03 0.16 0.04
C 0.27768 -1.86871 -1.61565 0.17 1.10 -0.57
C 0.84232 -0.68719 -2.44025 -0.26 -0.71 0.65
O 2.13994 -0.35784 -1.89745 -0.75 -0.02 -0.93
H -0.69391 -2.14329 -2.02636 0.02 -0.32 -0.07
H 0.12845 -1.65753 -0.55676 0.72 0.41 -0.60
H 1.00469 -2.67513 -1.71191 -0.22 -0.15 0.02
H 0.21802 0.19877 -2.55616 -0.27 0.19 0.92
H 0.79801 -1.01907 -3.47756 1.15 -0.25 -0.26
H 2.09384 0.57548 -1.67748 0.31 -0.06 0.00
```
Positions in Å, forces in eV/Å.

## Properties
Max |F|   2.28 eV/A
Highest occupied orbital energy   -10.20 eV
Energy above the lowest of the compared OMol25 structures with the same formula, charge and spin   44.2 kcal/mol
Kohn-Sham gap   10.82 eV
LUMO energy   0.621 eV
SMILES   CCO.CCO.CCO

[5]
A cluster of 2 separate species, C6H18OP2 in total at a distorted geometry. Source: the OMol25 dataset; level of theory: the ωB97M-V functional and the def2-TZVPD basis.

Geometry as XYZ:
```
27
Properties=species:S:1:pos:R:3:forces:R:3
C 3.17221 -0.35389 -1.14377 -0.39 -2.96 2.17
C 0.85668 -1.38600 -2.76427 -1.65 1.96 -0.34
C 1.22651 1.46638 -1.57623 -2.44 -0.55 -1.59
C -0.47132 1.01950 2.58461 2.45 2.96 0.31
C -2.42665 -1.18096 2.50930 0.39 -1.09 0.45
C -2.95362 1.18824 0.84444 -2.08 -1.45 -0.24
O 0.60410 -0.80431 -0.10076 -0.31 0.23 -1.88
P 1.35714 -0.26985 -1.44575 1.06 -1.23 1.44
P -1.70066 0.36165 1.86344 -3.86 -1.43 -0.59
H 3.81096 -0.44227 -2.04039 -0.40 0.15 0.44
H 3.31123 -1.31658 -0.44975 -0.02 1.62 -1.83
H 3.48124 0.43737 -0.43884 -0.18 0.09 -0.72
H -0.12745 -1.87891 -2.73616 0.23 0.53 0.55
H 1.58171 -2.10850 -2.68004 1.76 -2.03 -0.16
H 0.92301 -0.88907 -3.73802 0.24 0.00 0.14
H 0.40731 1.74378 -2.26642 0.63 0.34 0.33
H 2.19856 1.63058 -1.92625 1.19 1.27 -1.02
H 1.11715 1.90314 -0.62444 -0.18 0.56 1.19
H 0.08180 0.50080 3.34898 0.12 -0.24 0.13
H -0.06939 2.05617 2.30844 -0.78 -1.62 0.42
H 1.15674 -0.82282 0.66487 0.72 -0.05 1.01
H -1.71896 -2.03912 2.37246 -0.35 0.79 0.17
H -3.35888 -1.52221 1.97167 0.85 0.89 0.65
H -2.56893 -1.05294 3.62689 -0.11 -0.14 -1.33
H -3.98090 1.26999 1.46240 2.58 0.42 -0.96
H -3.31831 0.42561 0.06991 0.89 0.85 0.83
H -2.59125 2.06423 0.30367 -0.35 0.14 0.46
```
Positions in Å, forces in eV/Å.

## Properties
Max |F|   4.16 eV/A
Highest occupied orbital energy   -18.10 eV
Energy above the lowest of the compared OMol25 structures with the same formula, charge and spin   21.2 kcal/mol
Total charge   +2
Kohn-Sham gap   10.32 eV
LUMO energy   -7.778 eV

[6]
A structure of composition C6H18P2 at a distorted geometry. Source: the OMol25 dataset; level of theory: the ωB97M-V functional and the def2-TZVPD basis.

Geometry as XYZ:
```
26
Properties=species:S:1:pos:R:3:forces:R:3
C 1.18516 -2.13573 0.52222 0.79 -0.76 2.37
C 2.21717 -0.38543 2.41511 -1.33 -2.15 0.63
C -0.61060 -0.41399 2.24535 0.53 -0.11 -1.12
C 0.51220 0.74120 -2.20953 -0.91 1.47 0.51
C -1.00114 1.83577 -0.06884 -0.47 -1.07 1.03
C -2.63945 0.51959 -2.70328 -1.60 0.11 -1.63
P 0.90423 -0.43711 1.05338 -1.19 0.44 1.26
P -0.73879 0.23290 -0.96195 0.80 -0.02 1.50
H 0.69382 -2.58377 -0.26712 -1.61 -0.10 -1.94
H 2.22943 -2.15232 0.21280 0.30 -0.42 0.53
H 0.91438 -2.80972 1.38555 1.00 0.49 -0.64
H 2.54770 -1.40806 2.66496 0.15 0.26 -0.37
H 2.99857 0.20183 2.11231 2.25 1.21 -0.97
H 1.93997 0.00537 3.37929 -0.79 0.43 0.21
H -0.29854 0.29415 3.03303 -0.64 -0.22 -0.41
H -1.36195 -0.04503 1.54790 -0.31 0.47 0.66
H -1.08535 -1.31687 2.67443 0.95 0.07 -0.16
H 1.46086 0.33157 -1.95430 0.91 -0.09 -0.06
H 0.22803 0.54719 -3.20723 -0.39 -1.41 -1.17
H 0.52195 1.82988 -2.35004 0.54 0.11 0.92
H -1.82299 1.91031 0.66591 0.17 -0.45 -0.55
H -0.13828 2.20026 0.43384 1.12 -0.05 0.64
H -1.14747 2.55785 -0.78865 -0.79 1.71 -1.85
H -2.33633 -0.22591 -3.43175 -0.17 -0.39 0.39
H -3.59004 0.36056 -2.14454 1.08 0.37 -0.49
H -2.29152 1.49167 -3.06237 -0.38 0.07 0.72
```
Positions in Å, forces in eV/Å.

## Properties
Max |F|   2.73 eV/A
Highest occupied orbital energy (alpha / beta)   -4.97 / -8.54 eV
Kohn-Sham gap (alpha / beta)   6.01 / 7.37 eV
LUMO energy (alpha / beta)   1.044 / -1.173 eV
Multiplicity   3
⟨S²⟩   2.01